{"formula": "C5H7N", "method": "wB97M-V/def2-TZVPD", "symbols": ["C", "C", "C", "C", "C", "N", "H", "H", "H", "H", "H", "H", "H"], "coordinates": [[0.85019, 1.44707, 0.44164], [1.23387, 0.13177, -0.21726], [0.44218, -1.09626, 0.03781], [-0.91500, -0.77939, 0.63225], [-0.88307, 0.41765, -0.31234], [0.18267, -0.22407, -1.16998], [0.88635, 2.15321, -0.41547], [-0.48732, 1.31020, 0.41347], [2.26820, 0.00802, -0.53546], [0.86810, -2.08996, -0.07737], [-1.01423, -0.60407, 1.70786], [-1.66069, -1.50348, 0.29044], [-1.77124, 0.82932, -0.79558]], "atomic_forces_ev_per_a": [[-0.012, -0.185, -0.247], [0.214, 0.057, 0.075], [0.127, -0.351, 0.129], [-0.004, 0.008, 0.091], [-0.247, -0.007, -0.152], [-0.091, 0.140, -0.146], [-0.083, -0.064, 0.160], [0.017, 0.118, 0.006], [-0.165, 0.021, 0.079], [-0.062, 0.180, 0.032], [0.035, -0.008, -0.184], [0.101, 0.114, 0.049], [0.170, -0.023, 0.109]], "lowdin_charge": [0.066, -0.350, -0.205, -0.101, -0.162, 0.027, 0.040, 0.055, 0.135, 0.130, 0.114, 0.117, 0.134], "e_lumo_ev": 0.5, "spin_multiplicity": 1, "orbital_gap_ev": 8.53, "de_lowest_kj_mol": 637.6, "total_charge": 0}